Molecular formula: C72H180N10O26
Method: DFT, the ωB97M-V functional and the def2-TZVPD basis

```
288
Properties=species:S:1:pos:R:3:mulliken_charge:R:1
C 18.691 22.013 11.742 -1.076
O 18.471 20.684 12.287 0.288
C 18.192 19.732 11.279 -0.779
C 18.037 18.387 11.954 1.981
O 17.951 17.375 10.945 -0.583
C 17.531 16.077 11.375 -0.213
H 19.472 22.004 10.981 0.621
H 18.917 22.769 12.494 -0.168
H 17.860 22.515 11.248 0.385
H 18.933 19.722 10.480 0.428
H 17.321 20.135 10.763 0.011
H 17.118 18.351 12.540 -0.382
H 18.897 18.237 12.606 -0.744
H 17.144 15.542 10.508 0.343
H 16.699 16.021 12.078 -0.095
H 18.362 15.480 11.752 0.181
C 16.526 21.044 14.555 -0.686
O 17.166 21.192 15.808 0.307
C 17.242 22.616 16.150 0.740
C 17.733 22.878 17.583 -0.162
O 18.269 24.180 17.836 0.084
C 17.311 25.088 18.378 0.722
H 15.442 21.121 14.642 0.314
H 16.599 20.004 14.236 -0.301
H 16.870 21.672 13.733 0.235
H 16.232 22.997 15.996 -0.128
H 17.733 23.196 15.368 -0.148
H 18.585 22.223 17.766 -0.633
H 17.019 22.642 18.372 -0.063
H 17.749 26.087 18.380 -0.812
H 17.071 24.795 19.400 -0.245
H 16.405 25.152 17.776 0.117
C 21.245 30.154 21.708 -0.699
O 21.481 29.337 20.448 -0.482
C 20.242 28.869 19.875 -0.813
C 20.289 28.522 18.433 1.122
O 20.514 29.580 17.579 -0.525
C 20.579 29.270 16.169 -0.193
H 20.912 29.514 22.525 0.277
H 20.457 30.862 21.449 0.313
H 22.159 30.612 22.087 0.273
H 19.521 29.672 20.028 0.684
H 19.953 28.007 20.477 0.093
H 19.312 28.104 18.193 -0.362
H 21.065 27.803 18.169 -0.057
H 21.512 28.782 15.886 0.238
H 20.378 30.219 15.672 0.335
H 19.793 28.593 15.838 -0.094
C 20.313 21.549 20.042 0.173
O 21.307 20.516 20.061 -0.572
C 20.944 19.448 19.135 -0.450
C 22.146 18.487 18.812 -0.132
N 22.660 17.915 20.052 -0.463
C 23.927 17.181 19.743 -0.690
C 23.773 16.078 18.666 0.022
O 24.921 15.243 18.515 -0.385
C 24.676 13.988 17.886 -0.710
H 19.306 21.137 20.102 -0.097
H 20.330 22.230 19.190 -0.152
H 20.450 22.159 20.935 0.380
H 20.649 19.862 18.170 0.078
H 20.029 18.936 19.433 0.577
H 22.913 19.025 18.254 0.318
H 21.733 17.700 18.182 -0.111
H 22.960 18.602 20.729 0.354
H 24.213 16.790 20.720 0.379
H 24.683 17.874 19.373 0.361
H 23.741 16.638 17.732 -0.305
H 22.836 15.527 18.750 0.608
H 25.574 13.472 17.547 0.322
H 24.279 14.167 16.887 0.136
H 24.054 13.354 18.518 0.379
C 16.618 19.845 20.203 -0.231
O 15.478 19.313 20.786 -0.471
C 14.486 20.307 21.243 0.616
C 13.299 19.690 22.038 -1.304
N 12.154 19.426 21.214 -0.086
C 11.016 18.942 21.954 -0.779
C 10.210 18.281 20.845 -0.631
O 11.071 17.300 20.147 -0.391
C 10.414 16.539 19.166 -0.807
H 16.381 20.602 19.456 -0.028
H 17.267 19.062 19.809 0.238
H 17.148 20.399 20.978 0.345
H 14.133 20.884 20.389 -0.254
H 15.018 21.034 21.858 0.091
H 13.136 20.321 22.912 0.528
H 13.726 18.761 22.418 0.490
H 12.248 18.620 20.614 0.371
H 10.468 19.731 22.469 0.363
H 11.222 18.186 22.711 0.336
H 9.696 18.962 20.168 0.349
H 9.369 17.721 21.253 0.473
H 9.769 17.102 18.491 0.352
H 9.909 15.664 19.574 0.296
H 11.140 16.032 18.531 0.220
C 27.158 15.838 16.142 -0.676
O 27.240 17.221 15.874 -0.474
C 26.171 17.992 16.466 0.542
C 26.340 19.502 16.032 -0.824
N 25.118 20.247 16.371 -0.038
C 23.935 19.854 15.688 -0.640
C 22.774 20.821 16.034 -0.393
O 21.660 20.294 15.348 0.010
C 20.555 21.153 15.259 0.869
H 28.106 15.387 15.849 0.400
H 26.318 15.321 15.677 0.221
H 27.191 15.553 17.193 0.229
H 26.290 17.866 17.543 0.087
H 25.252 17.453 16.239 -0.190
H 26.632 19.575 14.984 0.386
H 27.168 19.983 16.552 0.328
H 25.289 21.235 16.254 0.264
H 23.526 18.897 16.013 -0.146
H 24.036 19.887 14.603 0.587
H 23.113 21.828 15.791 0.024
H 22.534 20.893 17.095 0.151
H 20.731 21.857 14.446 0.384
H 20.468 21.700 16.198 -0.014
H 19.636 20.633 14.989 -1.104
C 12.881 10.806 11.461 -0.749
O 12.812 12.216 11.626 -0.319
C 13.246 12.671 12.851 -0.427
C 13.436 14.219 12.717 -0.507
N 13.742 14.707 14.054 -0.278
C 13.846 16.169 14.116 -0.232
C 14.289 16.618 15.514 -0.493
O 14.654 17.986 15.371 0.201
C 14.710 18.611 16.650 -1.006
H 12.403 10.287 12.292 0.307
H 13.887 10.422 11.295 0.281
H 12.319 10.547 10.563 0.266
H 14.192 12.168 13.050 0.337
H 12.459 12.415 13.560 0.306
H 12.493 14.606 12.330 0.314
H 14.179 14.373 11.933 0.163
H 14.597 14.272 14.367 0.286
H 12.838 16.561 13.977 0.274
H 14.386 16.522 13.237 0.102
H 15.242 16.211 15.853 0.237
H 13.525 16.428 16.267 0.188
H 15.411 18.054 17.272 0.456
H 13.747 18.656 17.160 0.562
H 15.072 19.634 16.542 -0.225
C 18.397 17.852 15.622 0.740
O 18.914 16.787 14.841 -0.395
C 20.331 17.040 14.688 0.669
C 21.151 15.876 14.128 -1.091
N 20.894 14.709 14.959 -0.213
C 21.581 13.483 14.471 -0.617
C 21.454 13.085 12.988 -0.780
O 20.127 13.023 12.439 -0.280
C 19.285 11.948 12.901 -0.860
H 18.799 17.970 16.628 0.345
H 17.355 17.669 15.884 -0.719
H 18.422 18.729 14.975 -0.271
H 20.822 17.220 15.644 -0.299
H 20.474 17.949 14.104 0.190
H 22.212 16.123 14.113 0.465
H 20.809 15.756 13.100 0.246
H 19.942 14.433 14.764 0.213
H 21.166 12.615 14.984 0.534
H 22.634 13.547 14.744 0.091
H 21.952 12.142 12.763 0.497
H 22.028 13.825 12.431 0.339
H 18.356 11.867 12.337 0.286
H 18.808 12.047 13.876 0.320
H 19.683 10.934 12.869 0.379
C 13.509 23.953 16.379 -1.621
O 13.866 24.078 17.698 0.641
C 13.159 23.207 18.570 -1.043
C 13.035 23.762 20.004 -0.148
N 12.178 24.943 20.079 -0.099
C 11.958 25.631 21.373 -1.193
C 13.205 25.979 22.186 0.295
O 13.900 24.810 22.604 -0.219
C 13.143 23.979 23.548 -0.819
H 13.564 22.934 15.995 0.385
H 14.169 24.600 15.800 0.187
H 12.494 24.349 16.338 0.693
H 13.769 22.306 18.639 0.057
H 12.153 22.961 18.230 0.574
H 14.022 23.885 20.448 0.019
H 12.551 22.934 20.523 0.411
H 12.413 25.652 19.398 0.052
H 11.223 25.053 21.933 0.370
H 11.351 26.524 21.226 0.507
H 12.892 26.681 22.959 0.494
H 13.834 26.507 21.468 -0.511
H 13.816 23.220 23.949 0.273
H 12.310 23.437 23.100 0.293
H 12.792 24.536 24.416 0.360
C 12.306 25.311 13.314 -0.426
O 11.400 24.901 12.413 -0.427
C 11.727 25.120 11.064 -0.695
C 13.019 24.373 10.604 -0.500
N 12.928 22.894 10.699 -0.367
C 14.195 22.280 10.306 -0.376
C 14.174 20.842 10.751 -0.996
O 14.494 20.703 12.134 0.249
C 14.152 19.424 12.538 -0.793
H 13.159 24.633 13.284 0.282
H 11.850 25.123 14.286 0.215
H 12.454 26.391 13.309 0.146
H 11.836 26.202 10.994 0.402
H 10.837 24.805 10.520 0.355
H 13.939 24.764 11.038 0.248
H 13.047 24.579 9.533 0.416
H 12.714 22.473 11.591 0.293
H 15.069 22.867 10.587 0.096
H 14.343 22.366 9.229 0.448
H 15.045 20.419 10.250 0.358
H 13.204 20.411 10.499 0.348
H 14.790 18.656 12.099 0.252
H 13.092 19.224 12.384 0.526
H 14.335 19.536 13.606 -0.043
C 16.502 28.121 20.000 0.081
O 15.719 28.849 19.054 -0.384
C 14.364 28.609 19.004 -0.885
C 14.176 27.495 17.911 0.706
N 12.763 27.094 17.863 0.466
C 11.907 28.253 17.671 -0.610
C 10.533 27.803 17.015 -1.020
O 10.565 27.284 15.726 -0.255
C 10.699 28.239 14.664 -0.615
H 16.259 27.095 20.276 0.020
H 16.431 28.697 20.923 0.579
H 17.505 28.094 19.575 -0.617
H 14.026 29.577 18.632 0.387
H 13.809 28.546 19.940 0.333
H 14.792 26.629 18.155 -0.842
H 14.550 27.869 16.958 0.538
H 12.698 26.575 16.999 -0.422
H 12.331 28.916 16.916 0.303
H 11.672 28.777 18.597 0.487
H 9.893 28.679 17.119 0.484
H 10.016 27.109 17.678 0.359
H 9.867 28.938 14.583 0.319
H 10.743 27.701 13.717 0.117
H 11.604 28.814 14.860 0.322
C 17.564 23.393 21.883 -0.846
O 18.827 23.698 21.275 -0.125
C 19.307 25.066 21.357 -0.645
C 20.654 25.215 20.663 -1.092
N 20.464 25.362 19.226 1.516
C 21.726 25.157 18.462 -1.798
C 21.557 25.225 16.917 1.539
O 22.690 25.632 16.249 -0.620
C 22.785 25.413 14.840 -0.435
H 17.479 22.350 22.189 0.231
H 16.708 23.596 21.240 0.179
H 17.434 24.035 22.755 0.411
H 19.473 25.271 22.415 0.666
H 18.484 25.653 20.948 -0.008
H 21.333 24.376 20.811 0.433
H 21.076 26.183 20.934 0.572
H 19.769 24.755 18.815 -0.444
H 22.142 24.178 18.700 0.494
H 22.503 25.838 18.809 0.533
H 20.739 25.861 16.579 -0.305
H 21.317 24.241 16.516 -0.183
H 23.741 25.787 14.475 0.332
H 22.028 25.992 14.310 0.093
H 22.641 24.365 14.580 0.104
C 19.224 29.452 8.801 -0.758
O 18.828 28.183 9.285 -0.317
C 19.858 27.297 9.747 -0.618
C 19.336 25.859 10.063 -0.808
N 18.419 25.865 11.206 -0.143
C 19.120 25.677 12.494 -1.392
C 18.135 25.682 13.696 0.781
O 17.784 27.017 14.012 -0.589
C 17.337 27.202 15.353 0.102
H 18.485 29.902 8.139 0.257
H 20.095 29.369 8.150 0.304
H 19.456 30.160 9.596 0.290
H 20.382 27.733 10.597 0.326
H 20.547 27.268 8.902 0.482
H 20.162 25.155 10.159 0.342
H 18.872 25.441 9.169 0.411
H 17.937 26.751 11.264 0.318
H 19.855 26.468 12.645 0.435
H 19.638 24.727 12.630 0.509
H 18.614 25.152 14.519 -0.235
H 17.218 25.214 13.337 0.293
H 16.650 26.427 15.692 -0.101
H 16.881 28.192 15.377 0.392
H 18.187 27.262 16.033 -0.278
```

## Properties
Largest force on an atom: 2.85 eV Å⁻¹
Energy: -145696.1092 eV
Multiplicity: 1
Frontier orbital gap: 8.8 eV
Molar mass: 1602.28 u